No. 1
A 8-piece molecular cluster, C24H70N6O8 overall, computed with ωB97M-V/def2-TZVPD.

Properties
SMILES = COC[C@H](C)N.COC[C@H](C)N.COC[C@H](C)N.COC[C@H](C)N.COC[C@H](C)N.COC[C@H](C)N.O.O
LUMO energy = 0.026 Ha
Highest occupied orbital energy = -9.0 eV
Energy above the lowest of the compared OMol25 structures with the same formula, charge and spin = 66.3 kcal/mol
Gap between HOMO and LUMO = 9.8 eV

The geometry in ORCA input format:
```
! RIJCOSX wB97M-V def2-TZVPD def2/J DEFGRID3
* xyz 0 1
O -10.66 -7.63 20.81
H -10.16 -8.17 20.18
H -10.01 -7.25 21.41
O -7.23 -6.61 21.02
H -6.78 -7.45 20.95
H -7.81 -6.57 21.78
C -6.02 -4.80 18.46
C -7.32 -4.10 18.07
C -7.24 -2.59 18.23
O -8.43 -1.96 17.76
C -8.21 -0.59 17.53
N -7.80 -4.61 16.79
H -5.67 -4.51 19.45
H -5.35 -4.56 17.67
H -6.24 -5.89 18.52
H -8.06 -4.49 18.84
H -6.35 -2.22 17.71
H -7.05 -2.38 19.35
H -9.24 -0.15 17.76
H -7.73 -0.38 16.51
H -7.51 -0.15 18.21
H -8.73 -4.27 16.59
H -7.14 -4.44 16.03
C -14.11 -4.14 23.12
C -14.62 -3.27 22.06
C -13.50 -2.86 21.08
O -12.86 -4.10 20.79
C -11.92 -4.07 19.73
N -15.67 -3.99 21.26
H -14.89 -4.36 23.79
H -13.29 -3.63 23.73
H -13.63 -5.02 22.72
H -15.10 -2.37 22.42
H -12.76 -2.11 21.55
H -13.94 -2.41 20.11
H -11.13 -3.34 20.07
H -12.18 -3.64 18.75
H -11.50 -5.10 19.58
H -15.29 -4.62 20.56
H -16.13 -4.67 21.86
C -8.43 -4.91 24.85
C -8.62 -4.49 23.41
C -7.36 -4.17 22.61
O -6.92 -2.91 22.98
C -5.58 -2.63 22.66
N -9.29 -5.60 22.60
H -8.34 -4.08 25.51
H -7.52 -5.55 24.96
H -9.28 -5.42 25.25
H -9.24 -3.62 23.41
H -7.41 -4.35 21.53
H -6.66 -4.93 22.85
H -5.50 -1.52 22.66
H -5.35 -3.11 21.70
H -4.90 -3.01 23.40
H -9.76 -5.23 21.79
H -10.04 -6.03 23.11
C -3.99 -10.30 21.86
C -5.20 -10.77 20.99
C -5.83 -12.09 21.45
O -6.33 -11.84 22.74
C -7.10 -12.84 23.32
N -6.04 -9.61 21.03
H -4.26 -10.48 22.92
H -3.80 -9.25 21.56
H -3.03 -10.88 21.70
H -4.75 -10.80 19.98
H -5.06 -12.85 21.43
H -6.57 -12.39 20.76
H -7.65 -12.28 24.02
H -6.49 -13.58 23.86
H -7.68 -13.37 22.56
H -6.28 -9.31 21.97
H -6.79 -9.56 20.42
C -3.43 -6.27 22.49
C -3.61 -5.65 23.89
C -4.26 -6.72 24.83
O -5.48 -7.15 24.29
C -6.20 -8.08 25.00
N -2.48 -5.23 24.65
H -2.93 -5.49 21.86
H -4.34 -6.52 22.00
H -2.78 -7.17 22.45
H -4.40 -4.89 23.72
H -4.46 -6.15 25.80
H -3.49 -7.48 25.01
H -7.23 -7.92 24.76
H -6.06 -8.05 26.13
H -5.85 -9.01 24.72
H -1.80 -4.78 24.05
H -2.78 -4.54 25.38
C -9.90 -7.25 17.18
C -9.20 -8.54 17.42
C -7.76 -8.27 17.63
O -7.02 -9.39 17.36
C -5.62 -9.12 17.22
N -9.66 -9.34 18.54
H -9.61 -6.76 16.25
H -9.68 -6.46 17.93
H -11.03 -7.39 17.16
H -9.40 -9.06 16.47
H -7.64 -7.97 18.68
H -7.50 -7.40 16.96
H -5.37 -8.10 17.27
H -5.31 -9.53 16.21
H -5.15 -9.60 18.13
H -10.70 -9.34 18.55
H -9.24 -10.26 18.51
*
```


No. 2
C4H4EuO5 as an isolated structure, computed with ωB97M-V/def2-TZVPD.

Properties
LUMO energy (alpha / beta) = -0.361 / -0.352 Ha
Highest occupied orbital energy (alpha / beta) = -17.1 / -17.1 eV
<S²> = 15.758
Energy above the lowest of the compared OMol25 structures with the same formula, charge and spin = 1.9 kcal/mol
Gap between HOMO and LUMO (alpha / beta) = 7.3 / 7.6 eV

The geometry in ORCA input format:
```
! RIJCOSX wB97M-V def2-TZVPD def2/J DEFGRID3
* xyz 2 8
O 1.30 -0.11 -1.33
C 2.17 -0.06 -0.40
O 1.39 -0.11 0.72
H -2.07 1.12 1.25
Eu 5.88 0.03 0.20
O 3.31 0.40 -0.38
O -0.48 1.02 -0.08
C -1.87 0.76 0.23
C -1.95 -0.76 0.10
O -0.56 -1.16 0.13
C 0.19 -0.10 -0.04
H -2.48 1.30 -0.50
H -2.39 -1.09 -0.85
H -2.46 -1.24 0.94
*
```


No. 3
C15H17BF4MnNO4STe as an isolated structure, computed with ωB97M-V/def2-TZVPD.

Properties
LUMO energy (alpha / beta) = 0.096 / 0.096 Ha
Highest occupied orbital energy (alpha / beta) = -4.2 / -4.4 eV
<S²> = 8.755
Gap between HOMO and LUMO (alpha / beta) = 6.8 / 7.0 eV

The geometry in ORCA input format:
```
! RIJCOSX wB97M-V def2-TZVPD def2/J DEFGRID3
* xyz -1 6
Mn 0.71 0.54 -0.34
C -3.47 -5.01 0.18
O -3.24 -4.58 1.52
C -2.45 -3.49 1.68
C -2.27 -3.09 3.03
C -1.49 -1.99 3.27
C -0.84 -1.27 2.23
C 0.00 -0.14 2.54
C -0.11 0.60 3.84
O 0.81 0.32 1.73
C -1.04 -1.68 0.87
O -0.55 -1.09 -0.14
C -1.87 -2.82 0.64
H -4.12 -5.87 0.24
H -2.54 -5.29 -0.30
H -3.95 -4.23 -0.41
H -2.74 -3.65 3.83
H -1.35 -1.69 4.29
H -0.70 0.10 4.60
H -0.57 1.56 3.60
H 0.90 0.80 4.22
H -2.01 -3.11 -0.39
Te 2.12 0.71 -2.59
C 1.00 0.52 -4.37
C -0.10 1.23 -4.79
C -0.55 0.85 -6.09
C 0.20 -0.14 -6.64
S 1.46 -0.60 -5.58
H -0.56 1.99 -4.18
H -1.41 1.29 -6.59
H 0.08 -0.62 -7.61
F -2.11 3.95 -0.07
B -1.05 3.41 0.65
F -1.43 2.95 1.92
F 0.02 4.33 0.75
F -0.54 2.23 -0.10
C 5.02 2.23 0.52
C 3.52 2.16 0.44
N 2.86 3.31 0.58
O 2.98 1.06 0.28
H 5.40 3.26 0.56
H 5.43 1.72 -0.35
H 5.35 1.69 1.41
H 3.35 4.18 0.62
H 1.85 3.37 0.50
*
```


Record order is preserved below.
Calculated total energy: -1886.6649, -1240.7020, -3179.4546 hartree
Record order is preserved below.
Max |F|: 3.72, 3.68, 0.69 eV/Å